The following is a DFT calculation (ωB97M-V with the def2-TZVPD basis set) of a structure of composition C47H108Br15N3O3 in a non-equilibrium geometry.

XYZ file:
```
176
C47H108Br15N3O3, DFT ωB97M-V with the def2-TZVPD basis set
C -0.281 2.657 -4.667
H 0.925 4.012 1.680
H -2.839 -6.774 -0.502
C -0.992 -3.263 -3.370
H 1.005 3.523 7.674
H -2.229 -4.421 -1.106
O 1.569 -0.407 4.630
H -7.700 -3.431 -6.033
O -0.036 -4.132 0.203
C 1.256 2.413 -4.885
H 6.224 -1.721 -5.006
H -2.670 -3.968 1.940
Br 4.089 -2.163 1.252
Br 6.211 1.998 -2.470
H 2.051 3.045 4.439
H 1.494 -2.960 0.808
H 8.094 2.069 -4.717
H -7.540 0.821 -2.341
H -9.517 -3.137 7.242
H -3.009 0.628 -4.472
Br 9.170 1.917 -0.937
H 1.385 2.386 2.181
H -7.791 -1.921 -3.572
C -6.921 -2.141 5.151
H 1.834 -1.416 -0.801
N -3.182 -5.994 0.040
C 7.547 2.933 -1.320
H 1.913 2.699 6.669
Br 0.126 -2.145 -4.647
H 3.140 1.054 -2.208
H -2.949 2.320 -5.023
C 0.312 -0.792 4.028
H -0.364 -1.383 4.645
H -7.338 -1.887 -6.657
H -0.272 2.702 1.597
H -4.628 3.547 3.602
H 1.680 1.708 -4.170
H 0.200 -0.330 -2.223
C 6.539 0.193 -5.865
H 3.501 -1.771 5.905
H 2.645 5.566 0.542
C -6.858 -2.766 -6.227
H 1.835 4.456 -5.387
C -0.447 -0.153 -0.131
H 2.338 0.052 -0.114
H -0.168 0.138 3.724
H -0.793 5.138 7.001
H -1.135 5.110 5.265
C 4.335 -0.975 -5.771
H -2.180 -2.931 0.640
C -0.356 4.979 6.015
Br -5.428 3.967 1.354
C -6.918 0.062 -1.867
Br 6.065 -0.946 3.677
C -9.035 -2.989 6.276
H 8.505 -0.446 -6.487
H -9.693 -2.268 5.791
H 2.225 0.886 8.275
H -5.016 -2.769 5.807
H -0.643 3.192 -5.545
H 5.000 -0.515 -2.908
H -6.029 -3.232 -4.273
Br 4.782 6.009 -0.822
H -0.096 2.822 5.702
C 0.566 3.105 2.166
C 5.899 -1.187 -5.899
H -5.159 -2.067 -5.062
H -1.866 1.535 -0.304
H -7.407 -1.249 4.756
H -0.427 3.276 -3.782
C 3.486 -1.120 6.779
H -2.836 -0.983 4.622
H -2.271 0.186 -1.312
H -7.404 -0.584 -4.617
H 3.797 0.805 8.262
H 3.954 -0.152 -6.376
H -5.242 -1.010 5.764
H -9.061 -3.946 5.755
O 0.168 3.289 3.497
C 1.967 -0.363 -1.051
N 3.016 1.036 7.664
C -4.799 2.779 2.848
H 1.845 4.074 -3.726
H 4.010 -0.657 -4.780
C -2.545 1.601 -4.311
H 6.203 0.766 -6.729
H -0.553 -1.207 0.126
H 3.736 -0.408 3.064
H -0.650 0.763 -3.832
H 0.429 -1.332 3.088
H 0.889 -3.821 2.165
H -7.589 -0.594 -1.312
H -5.533 0.066 -3.536
H -3.742 -3.473 0.587
C 1.187 3.707 4.390
C 3.459 4.883 0.301
C -2.751 -3.833 0.861
H -0.996 0.777 -5.555
C -6.197 -2.355 -4.897
Br -2.865 -2.701 -3.426
C 8.054 0.090 -5.652
H -4.062 -5.714 -0.370
H 9.782 0.684 -3.709
Br -6.335 1.617 3.438
H 3.635 0.641 5.722
Br 4.913 0.978 1.382
C -6.056 -0.688 -2.948
H -4.988 -2.707 3.184
H 3.847 -1.893 -6.096
C -4.694 -1.887 3.839
H 0.201 5.912 5.927
H -5.338 -1.410 -2.558
H -5.426 0.135 -0.372
Br 4.237 4.345 2.004
C -3.169 -1.718 3.889
H 6.120 -1.820 -6.758
H 1.358 1.975 -5.878
H -0.074 0.368 0.750
H 3.803 2.782 -5.738
C 1.494 0.173 5.902
H -6.662 1.398 -0.145
C -1.865 0.445 -0.334
H 3.050 -1.784 7.525
H -5.394 1.539 -1.431
H -2.788 -1.476 2.897
H -6.131 -3.180 -6.925
C -6.053 0.870 -0.878
H -0.469 -6.102 -0.295
H 1.551 4.695 4.106
C -7.599 -2.549 6.453
H -5.135 -1.017 3.352
H 2.518 -0.241 -3.097
Br 8.209 4.629 -2.237
H -0.557 -3.142 -2.378
H 4.888 -0.538 -1.125
H 10.475 2.234 -4.273
Br -0.731 -5.180 -3.879
H 8.919 2.002 -6.272
C 2.958 -0.017 -2.125
N 1.507 3.614 6.802
C 4.591 -0.657 2.435
C 2.094 3.651 -4.699
H 4.543 -0.974 7.004
C 2.926 0.255 6.454
H 6.967 3.115 -0.415
C -0.837 -5.294 0.337
C -1.072 1.362 -4.639
H -7.530 -1.737 7.178
C -6.957 -1.373 -4.012
H 1.115 1.190 5.796
H 4.081 4.402 -5.156
C 3.596 3.458 -4.908
Br -3.119 1.839 2.515
H -2.582 0.043 0.381
H 4.246 -1.840 -2.045
C -2.267 -4.869 -0.113
C 1.051 -3.915 1.091
H -0.918 -5.584 1.385
C 0.520 0.177 -1.312
C -5.411 -1.940 5.220
H 6.192 0.742 -4.989
H -2.795 2.096 -3.372
C 0.507 3.729 5.752
H 4.067 3.060 -4.009
H 1.785 -4.716 1.002
H 10.835 0.756 -5.125
H 0.871 -0.368 6.614
H -2.801 -2.716 4.126
C 8.733 1.452 -5.349
C 4.365 -0.757 -2.055
H 8.137 -0.527 -4.758
H -6.966 -3.308 6.911
H 0.510 1.227 -1.605
Br 2.893 3.179 -0.628
H -7.070 -2.966 4.455
C 10.048 1.280 -4.582
```

Atomic partial charges in e from the Mulliken method, atoms 1 to 5: number 1, C, carries -1.086; number 2, H, carries 0.271; number 3, H, carries 0.296; number 4, C, carries 0.071; number 5, H, carries 0.353


The following is a DFT calculation (ωB97M-V with the def2-TZVPD basis set) of a cluster of 11 separate species, C47H109Cl8O22P in total in a non-equilibrium geometry.

XYZ file:
```
187
Properties=species:S:1:pos:R:3
C -4.955 15.607 33.239
H -16.823 17.445 36.792
O -9.951 26.446 37.120
H -4.732 16.683 37.650
H -14.752 17.319 28.789
C -4.666 16.125 35.562
H -2.467 27.300 29.359
O -9.071 25.033 26.782
H -18.242 20.416 32.864
O -6.567 15.425 31.239
H -13.855 25.745 30.383
H -5.822 23.101 31.832
C -8.982 31.219 37.173
O -14.922 26.837 31.776
C -9.613 22.766 25.777
H -17.062 17.781 32.528
C -11.396 27.381 27.333
O -10.475 16.725 29.493
O -8.324 22.137 26.054
H -6.486 14.137 32.817
H -8.403 30.997 38.069
H -5.544 18.488 34.528
C -2.693 25.505 28.215
H -6.833 32.975 34.108
H -10.854 28.025 36.161
C -3.622 28.985 27.297
H -13.572 25.536 32.155
H -14.171 15.684 28.217
H -9.428 20.316 26.303
H -18.720 18.328 33.032
H -12.380 27.822 32.136
H -10.404 24.674 25.210
O -2.845 27.799 27.477
H -16.005 25.142 32.460
C -14.218 16.401 29.036
C -8.293 32.219 36.258
O -9.273 30.125 36.378
H -17.373 18.963 37.583
H -4.132 30.753 28.507
H -8.127 20.295 25.067
H -10.072 25.151 35.468
C -11.095 13.772 28.293
H -12.882 29.674 28.558
H -10.358 22.633 26.561
Cl -6.341 26.688 34.466
C -5.828 14.809 32.265
C -17.626 18.178 36.870
C -7.305 20.190 26.932
H -9.732 24.127 29.499
H -2.492 23.480 26.797
O -18.765 17.520 37.337
H -17.868 15.748 37.801
H -6.718 27.836 32.265
H -9.884 31.664 37.593
H -8.399 15.775 31.878
H -7.141 16.907 32.617
H -7.917 28.777 37.048
H -4.263 28.680 36.561
H -10.585 26.872 27.854
H -5.211 24.279 34.024
H -11.629 29.613 30.842
H -4.729 26.225 36.070
C -9.008 23.690 30.187
H -6.596 18.487 29.104
H -5.197 14.120 31.705
O -7.050 31.722 35.801
O -11.556 16.738 27.100
C -5.304 27.114 35.813
O -7.520 20.258 28.378
O -16.065 20.478 32.968
H -11.389 27.140 26.270
H -9.937 18.291 28.278
H -1.807 25.559 27.582
H -6.013 27.289 36.622
H -2.620 24.987 29.171
H -6.341 23.054 34.548
H -7.244 18.281 35.027
C -5.306 16.834 36.736
H -9.611 27.416 35.399
C -3.505 23.558 27.190
C -9.962 18.065 29.344
H -14.681 15.865 29.864
H -18.581 15.818 36.225
H -8.717 22.157 31.903
C -15.967 21.846 32.454
H -10.653 28.301 29.983
C -9.472 24.298 25.633
Cl -9.719 28.229 33.137
C -13.706 26.246 31.339
H -8.029 33.117 36.818
H -9.893 22.344 24.811
C -4.641 28.375 35.585
Cl -6.392 20.938 32.745
H -12.383 27.112 27.710
H -16.498 22.101 31.537
H -19.033 18.831 35.283
Cl -8.268 25.004 31.129
H -6.986 25.224 26.329
H -6.337 19.716 35.445
H -7.360 23.809 27.381
O -11.876 14.739 28.866
H -4.086 23.027 26.436
O -5.532 15.932 34.506
H -5.943 33.382 35.606
H -16.947 26.469 31.998
C -17.646 18.505 33.095
H -3.775 16.679 35.266
C -5.405 23.206 34.011
Cl -10.972 22.897 31.659
H -11.394 30.523 28.672
Cl -4.171 22.506 35.023
Cl -3.332 28.241 34.433
H -17.251 19.886 31.486
H -16.480 22.384 33.251
C -7.128 28.840 32.157
H -11.744 13.240 27.597
C -6.269 32.575 34.950
H -4.189 26.960 28.680
C -8.425 20.659 26.050
C -9.851 27.690 36.427
H -14.988 22.323 32.498
O -5.717 18.209 36.626
C -12.384 27.081 31.336
H -6.176 16.231 36.997
H -3.465 22.904 28.060
O -11.289 28.798 27.581
H -10.178 14.182 27.870
H -7.939 29.176 34.221
O -13.024 16.892 29.388
O -2.132 30.664 28.162
C -11.571 28.887 30.032
H -3.351 29.610 29.514
H -11.490 26.472 31.464
C -3.321 30.026 28.507
C -7.472 16.335 31.751
C -9.487 25.369 36.361
H -7.632 28.781 31.192
H -7.485 25.590 27.899
H -19.610 15.799 37.810
H -4.430 22.268 32.265
H -5.279 29.188 35.239
C -6.261 18.634 35.336
H -8.442 25.451 36.063
H -10.714 18.723 29.780
H -8.982 18.240 29.787
H -4.492 16.467 32.757
C -1.700 31.663 29.064
H -7.536 17.156 31.037
C -18.731 16.133 37.258
P -11.730 16.315 28.548
Cl -5.827 30.059 32.164
C -11.810 29.516 28.676
C -8.232 29.201 33.172
H -2.298 32.563 29.212
O -3.779 24.893 27.468
H -5.587 19.975 28.867
C -16.058 25.916 31.695
H -7.152 19.130 26.731
H -17.755 19.920 35.668
C -5.422 22.501 32.650
H -9.232 29.052 38.113
C -17.959 18.868 35.465
H -10.685 13.099 29.047
H -6.731 19.757 30.240
C -17.339 19.879 32.573
H -5.402 32.039 34.563
H -1.643 31.206 30.052
H -8.666 24.639 24.984
H -4.012 15.063 33.297
O -17.249 18.135 34.434
H -4.703 28.882 27.198
C -7.622 24.835 27.125
C -3.107 26.927 28.558
H -8.550 30.236 33.041
H -16.141 25.548 30.672
H -4.435 15.149 35.988
H -9.529 21.630 30.295
C -9.003 28.872 37.063
O -12.476 27.787 30.134
H -3.478 29.526 26.361
H -9.564 24.523 37.043
H -8.196 23.299 29.573
H -0.704 31.914 28.701
H -8.923 32.356 35.380
C -9.368 22.389 31.059
C -6.550 19.573 29.181
H -6.330 20.595 26.660
```

Properties
structure (SMILES): COP(=O)(OC)OC.COCCOCCOC.COCCOCCOC.COCCOCCOC.COCCOCCOC.COCCOCCOC.COCCOCCOC.ClCCCl.ClCCCl.ClCCCl.ClCCCl

Atomic partial charges in e from the Mulliken method, atoms 1 to 5: number 1, C, carries -0.551; number 2, H, carries 0.355; number 3, O, carries -0.461; number 4, H, carries 0.399; number 5, H, carries 0.251


Values for frontier orbital gap, eV, ordered as above
8.5 9.5
Values for HOMO level, eV, ordered as above
-9.3 -9.2